Entry 1:
7
Properties=species:S:1:pos:R:3 method="wB97M-V/def2-TZVPD" total_charge=0 e_tot_ev=-23209.9196 largest_force_ev_per_a=2.6 spin_multiplicity=1
C -0.026 -0.483 -0.177
N 0.728 0.561 0.402
F 0.106 -0.564 -1.497
F 1.193 1.424 -0.553
F -0.027 1.363 1.236
Cl 0.236 -1.991 0.630
H -2.210 -0.310 -0.040

***

Entry 2:
89
Properties=species:S:1:pos:R:3 method="wB97M-V/def2-TZVPD" total_charge=0 e_tot_ev=-43562.0616 largest_force_ev_per_a=12.7 smiles=C[C@H](O)CNCCO[C@@H](C#N)CC#N.CCOCC.CCOCC.CCOCC.CCOCC spin_multiplicity=1
C -0.630 6.713 2.891
C -1.497 5.343 3.304
O -2.483 5.734 4.339
C -0.386 4.249 3.806
N -0.877 2.823 3.899
C -1.531 2.334 2.628
C -0.670 2.581 1.256
O -0.466 1.273 0.609
C -1.616 0.882 -0.227
C -1.705 1.743 -1.658
N -1.651 2.387 -2.803
C -1.300 -0.689 -0.709
C 0.164 -0.600 -1.510
N 1.280 -0.410 -2.183
H -1.221 7.306 2.057
H 0.347 6.301 2.363
H -0.338 7.366 3.817
H -2.089 5.051 2.338
H -3.352 5.875 3.826
H -0.084 4.569 4.916
H 0.633 4.278 3.197
H -1.516 2.680 4.719
H -2.578 2.890 2.536
H -1.809 1.179 2.719
H -1.305 3.342 0.596
H 0.387 3.060 1.405
H -2.660 0.942 0.331
H -2.143 -1.048 -1.445
H -1.137 -1.407 0.208
C -3.485 -3.925 2.204
C -2.860 -3.052 3.278
O -3.210 -1.675 3.164
C -4.595 -1.358 3.278
C -5.195 -1.740 4.620
H -3.265 -3.530 1.208
H -3.101 -4.948 2.272
H -4.572 -3.969 2.306
H -1.770 -3.103 3.179
H -3.098 -3.423 4.279
H -5.157 -1.806 2.451
H -4.676 -0.273 3.156
H -5.210 -2.825 4.758
H -6.225 -1.379 4.696
H -4.609 -1.314 5.441
C -4.394 -10.065 2.334
C -3.770 -9.191 3.408
O -4.120 -7.814 3.294
C -5.505 -7.498 3.408
C -6.104 -7.880 4.750
H -4.175 -9.670 1.338
H -4.011 -11.088 2.402
H -5.482 -10.108 2.436
H -2.680 -9.243 3.309
H -4.008 -9.562 4.409
H -6.067 -7.945 2.581
H -5.585 -6.412 3.286
H -6.120 -8.965 4.888
H -7.134 -7.518 4.826
H -5.518 -7.454 5.571
C 4.700 -0.075 -1.219
C 5.380 1.282 -1.274
O 6.743 1.217 -1.684
C 6.994 0.695 -2.986
C 6.354 1.510 -4.097
H 5.278 -0.772 -0.604
H 3.694 0.018 -0.799
H 4.607 -0.518 -2.214
H 5.379 1.714 -0.267
H 4.824 1.978 -1.910
H 6.689 -0.355 -3.040
H 8.080 0.711 -3.123
H 5.263 1.462 -4.053
H 6.666 1.132 -5.076
H 6.639 2.564 -4.018
C 4.942 5.403 -5.900
C 6.216 5.038 -6.642
O 6.180 3.739 -7.227
C 5.176 3.511 -8.212
C 5.302 4.415 -9.426
H 4.687 4.633 -5.167
H 5.061 6.360 -5.383
H 4.093 5.496 -6.584
H 7.046 5.034 -5.928
H 6.463 5.789 -7.399
H 4.179 3.587 -7.764
H 5.291 2.472 -8.537
H 5.117 5.462 -9.168
H 4.579 4.127 -10.195
H 6.311 4.356 -9.849

***

Entry 3:
61
Properties=species:S:1:pos:R:3 method="wB97M-V/def2-TZVPD" total_charge=+1 e_tot_ev=-54299.1979 largest_force_ev_per_a=8.4 spin_multiplicity=1
N -2.662 -0.388 3.783
C -1.175 -0.414 4.061
C -0.220 -0.303 2.729
O 0.035 -1.703 2.256
C -0.817 0.666 1.539
N -1.059 2.101 1.954
C 0.185 2.778 2.490
N 0.517 2.659 3.846
N 1.127 3.657 1.670
C 2.045 2.843 0.786
C 3.645 2.930 1.259
O 4.160 1.645 1.782
C 4.641 3.321 -0.026
F 6.080 3.197 0.299
F 4.347 4.732 -0.477
F 4.391 2.445 -1.216
C 0.286 4.648 0.897
O -1.173 4.300 0.945
C -1.352 2.850 0.637
C -2.852 2.558 0.043
S -2.907 1.489 -1.493
O -3.831 0.218 -1.339
O -1.530 0.946 -1.963
H -2.908 -0.843 2.877
H -3.078 0.568 3.881
H -0.951 0.419 4.879
H -0.947 -1.449 4.602
H 0.840 0.085 3.115
H -0.706 -1.888 1.606
H -1.887 0.216 1.262
H -0.178 0.556 0.538
H -0.169 3.070 4.538
H 1.371 2.128 4.168
H 1.725 1.694 0.741
H 2.036 3.197 -0.354
H 3.772 3.824 2.039
H 3.328 1.165 2.122
H 0.665 4.884 -0.187
H 0.360 5.679 1.494
H -0.555 2.608 -0.200
H -3.475 2.033 0.892
H -3.304 3.616 -0.264
H -3.449 2.195 -2.613
C -1.556 -3.421 -2.328
C -1.564 -2.915 -0.900
O -2.275 -3.820 -0.069
H -2.579 -3.536 -2.701
H -1.016 -2.732 -2.983
H -1.084 -4.407 -2.387
H -2.057 -1.939 -0.843
H -0.545 -2.810 -0.515
H -1.825 -4.680 -0.120
C 1.181 -5.689 -6.095
C 1.173 -5.183 -4.668
O 0.462 -6.088 -3.836
H 0.158 -5.804 -6.468
H 1.721 -5.000 -6.750
H 1.653 -6.675 -6.154
H 0.680 -4.208 -4.610
H 2.192 -5.078 -4.283
H 0.912 -6.949 -3.887

***

Entry 4:
73
Properties=species:S:1:pos:R:3 method="wB97M-V/def2-TZVPD" total_charge=0 e_tot_ev=-52824.1614 largest_force_ev_per_a=15.9 spin_multiplicity=1
N -43.112 -69.074 5.513
H -43.517 -69.317 6.511
H -42.074 -68.987 5.445
H -43.233 -67.998 4.990
H -43.298 -69.690 4.738
O -41.453 -71.309 4.414
H -42.087 -71.751 4.657
C -39.252 -69.389 6.312
C -39.144 -70.871 6.792
O -40.148 -70.978 7.906
C -40.783 -69.879 7.882
O -41.746 -69.660 8.591
O -40.315 -68.989 7.135
F -37.824 -71.136 7.255
H -39.630 -69.320 5.351
H -38.449 -68.791 6.659
H -39.309 -71.487 5.986
C -42.594 -72.569 1.459
C -42.508 -71.018 1.247
O -43.779 -70.706 0.892
C -44.408 -71.688 0.406
O -45.432 -71.632 -0.297
O -43.725 -72.890 0.620
F -41.675 -70.819 0.178
H -43.026 -72.787 2.371
H -41.637 -73.145 0.993
H -42.294 -70.402 2.116
C -46.774 -68.448 4.325
O -45.408 -68.033 4.076
C -45.203 -67.811 2.659
C -43.770 -67.192 2.534
O -42.879 -67.940 2.764
C -41.452 -67.585 2.486
C -41.086 -66.402 3.345
O -41.388 -66.671 4.678
C -40.788 -65.913 5.607
H -46.797 -68.502 5.480
H -47.019 -69.215 3.755
H -47.597 -67.739 4.004
H -46.185 -67.381 2.270
H -45.108 -68.830 2.135
H -43.780 -66.228 2.843
H -43.555 -66.837 1.562
H -41.660 -67.531 1.382
H -40.905 -68.505 2.622
H -41.572 -65.474 3.116
H -39.991 -66.275 3.107
H -40.853 -64.898 5.492
H -39.814 -65.967 5.584
H -40.999 -66.213 6.489
C -45.399 -71.844 3.954
O -44.874 -71.362 5.317
C -45.829 -71.620 6.278
C -45.516 -71.167 7.649
O -45.584 -69.964 7.571
C -45.540 -69.246 8.759
C -45.574 -67.635 8.512
O -44.412 -67.442 7.617
C -44.459 -66.078 7.142
H -46.323 -71.733 3.673
H -45.413 -72.969 3.892
H -44.976 -71.496 3.124
H -45.852 -72.699 6.371
H -46.774 -71.301 6.139
H -44.386 -71.566 7.981
H -46.057 -71.851 8.443
H -44.533 -69.372 9.319
H -46.223 -69.395 9.575
H -45.393 -67.227 9.603
H -46.715 -67.445 8.138
H -43.304 -66.107 6.507
H -44.472 -65.375 8.001
H -45.143 -65.707 6.549

***

Entry 5:
20
Properties=species:S:1:pos:R:3 method="wB97M-V/def2-TZVPD" total_charge=0 e_tot_ev=-28469.2015 largest_force_ev_per_a=5.2 smiles="N#C[C@@]1(N)C(=O)Nc2c(Cl)cccc21" spin_multiplicity=1
N -1.801 0.923 -2.714
C -1.038 1.140 -1.889
C -0.068 1.416 -0.869
N 1.137 2.159 -0.948
C -0.748 1.927 0.392
O -1.045 3.079 0.591
N -0.917 0.944 1.367
C -0.492 -0.294 0.952
C -0.457 -1.513 1.537
Cl -1.177 -1.648 3.092
C 0.336 -2.560 1.081
C 0.897 -2.461 -0.177
C 0.737 -1.293 -0.939
C 0.142 -0.271 -0.281
H 1.553 1.991 -1.854
H 1.040 3.152 -0.950
H -1.150 1.018 2.346
H 0.351 -3.346 1.852
H 1.455 -3.174 -0.641
H 1.246 -1.189 -1.948

***

Entry 6:
19
Properties=species:S:1:pos:R:3 method="wB97M-V/def2-TZVPD" total_charge=+2 e_tot_ev=-62818.9603 largest_force_ev_per_a=5.2 spin_multiplicity=1
C 1.992 0.194 -0.581
O 0.589 0.397 -0.478
C 0.037 -0.088 0.714
C -1.462 -0.195 0.584
O -1.813 -1.488 0.160
C -3.197 -1.726 0.186
H 2.922 -0.303 -0.242
H 1.934 -0.768 -1.141
H 0.279 0.601 1.547
H 0.453 -1.079 0.975
H -1.834 0.553 -0.140
H -1.919 0.033 1.565
H -3.370 -2.741 -0.191
H -3.595 -1.655 1.214
H -3.735 -1.003 -0.451
Ga 2.984 2.164 0.390
O 3.206 2.785 -1.198
H 4.033 2.991 -1.637
H 2.496 1.328 -1.274

***

Entry 7:
89
Properties=species:S:1:pos:R:3 method="wB97M-V/def2-TZVPD" total_charge=+1 e_tot_ev=-59314.6046 largest_force_ev_per_a=1.0 spin_multiplicity=1
Ba 0.663 0.991 0.471
C 3.801 -1.371 2.246
C 3.164 -2.442 1.368
C 3.775 -3.810 1.659
C 3.312 -2.108 -0.110
C 2.596 -3.091 -1.046
O 1.996 -2.239 -2.061
C 2.044 -1.007 -1.549
N 2.693 -0.809 -0.470
C 1.354 0.085 -2.289
C 2.154 1.118 -2.776
C 1.574 2.200 -3.419
C 0.198 2.253 -3.578
C -0.600 1.237 -3.074
C -0.046 0.143 -2.410
P -1.038 -1.128 -1.519
C -1.756 -2.136 -2.851
C -2.801 -1.686 -3.657
C -3.285 -2.489 -4.675
C -2.729 -3.744 -4.896
C -1.694 -4.198 -4.095
C -1.209 -3.396 -3.070
C -2.473 -0.195 -0.857
C -3.584 -0.976 -0.513
C -4.678 -0.417 0.125
C -4.684 0.935 0.453
C -3.584 1.715 0.143
C -2.487 1.155 -0.504
H 3.664 -1.606 3.302
H 3.376 -0.381 2.061
H 4.876 -1.298 2.060
H 2.089 -2.479 1.577
H 4.842 -3.818 1.422
H 3.297 -4.606 1.084
H 3.672 -4.061 2.715
H 4.378 -2.038 -0.356
H 1.782 -3.613 -0.535
H 3.243 -3.803 -1.549
H 3.227 1.064 -2.647
H 2.195 3.004 -3.790
H -0.258 3.099 -4.076
H -1.675 1.307 -3.180
H -3.249 -0.715 -3.479
H -4.098 -2.139 -5.297
H -3.111 -4.369 -5.692
H -1.264 -5.177 -4.264
H -0.399 -3.747 -2.442
H -3.601 -2.031 -0.766
H -5.532 -1.037 0.363
H -5.541 1.373 0.945
H -3.561 2.767 0.397
H -1.680 1.840 -0.747
C -0.930 -3.591 1.511
N -0.183 -2.614 2.292
C 0.330 -3.242 3.505
C -1.026 -1.471 2.597
C -0.285 -0.392 3.389
N -0.732 0.961 3.054
C -2.166 1.128 3.286
C 0.016 1.940 3.836
H -1.790 -3.996 2.064
H -0.277 -4.423 1.244
H -1.293 -3.130 0.591
H -0.480 -3.575 4.172
H 0.970 -2.555 4.059
H 0.928 -4.113 3.237
H -1.932 -1.774 3.148
H -1.377 -1.055 1.644
H 0.789 -0.450 3.151
H -0.355 -0.585 4.469
H -2.421 0.963 4.343
H -2.741 0.436 2.675
H -2.450 2.142 3.008
H -0.077 1.739 4.912
H -0.340 2.941 3.609
H 1.080 1.902 3.579
O -0.219 5.101 0.941
B 0.150 3.757 0.743
O 1.216 3.786 -0.253
C 1.442 5.106 -0.576
C 2.359 5.642 -1.452
C 2.359 7.030 -1.587
C 1.476 7.823 -0.863
C 0.558 7.264 0.025
C 0.566 5.892 0.147
H 3.053 5.019 -1.999
H 3.062 7.497 -2.264
H 1.502 8.897 -0.990
H -0.129 7.874 0.596

***

Entry 8:
16
Properties=species:S:1:pos:R:3 method="wB97M-V/def2-TZVPD" total_charge=0 e_tot_ev=-10436.9675 largest_force_ev_per_a=9.6 spin_multiplicity=1
C 0.382 -1.050 2.553
C -0.927 -0.584 2.333
C -0.635 -0.395 0.224
C -1.077 0.533 -0.729
C 0.408 0.514 -2.701
C 1.356 1.264 -2.047
H 0.616 -1.749 3.413
H 1.420 -0.649 1.849
H -1.479 -0.508 3.245
H 0.163 -1.377 0.039
H -1.936 1.499 -0.713
H -0.028 0.228 -3.767
H 1.553 0.883 -0.616
H 2.330 1.729 -2.459
O -1.478 -0.171 1.309
O -0.667 -0.168 -1.932

***

Entry 9:
19
Properties=species:S:1:pos:R:3 method="wB97M-V/def2-TZVPD" total_charge=0 e_tot_ev=-7450.7105 largest_force_ev_per_a=3.1 smiles=CC#CCCCC spin_multiplicity=1
C -2.756 0.478 -3.041
C -1.654 -0.006 -2.267
C -0.707 0.139 -1.530
C 0.326 -0.459 -0.723
C 0.425 0.161 0.654
C 1.481 -0.530 1.496
C 1.613 0.111 2.867
H -2.330 1.421 -2.567
H -3.750 0.121 -2.725
H -2.638 0.389 -4.129
H 1.276 -0.407 -1.263
H 0.037 -1.514 -0.661
H 0.651 1.230 0.547
H -0.558 0.100 1.142
H 2.439 -0.490 0.959
H 1.225 -1.595 1.590
H 1.875 1.171 2.768
H 0.663 0.055 3.411
H 2.383 -0.378 3.470

***

Entry 10:
19
Properties=species:S:1:pos:R:3 method="wB97M-V/def2-TZVPD" total_charge=0 e_tot_ev=-8461.7099 largest_force_ev_per_a=1.8 smiles=CC[C@@]1(C)C[C@H]1O spin_multiplicity=1
C -0.656 -0.973 1.699
C -0.878 0.330 0.829
C -0.212 0.515 -0.566
C -0.843 -0.105 -1.835
C 1.037 1.308 -0.918
C 1.217 0.031 -0.229
O 1.808 0.238 1.029
H 0.329 -1.121 2.161
H -0.906 -1.917 1.199
H -1.329 -0.889 2.562
H -0.602 1.166 1.472
H -1.948 0.339 0.657
H -0.898 -1.188 -1.716
H -1.853 0.241 -2.115
H -0.231 0.083 -2.734
H 1.344 2.192 -0.375
H 1.355 1.269 -1.954
H 1.399 -0.930 -0.684
H 1.865 -0.590 1.517